Molecular formula: C31H80Cl4O27S9
Method: DFT, ωB97M-V/def2-TZVPD

Results
Structure (SMILES) ... CCOS(C)(=O)=O.CCOS(C)(=O)=O.CCOS(C)(=O)=O.CCOS(C)(=O)=O.CCOS(C)(=O)=O.CCOS(C)(=O)=O.CCOS(C)(=O)=O.CCOS(C)(=O)=O.CCOS(C)(=O)=O.ClCCCl.ClCCCl
HOMO-LUMO gap ... 9.79 eV
Total charge ... 0
ΔE to the lowest compared entry with this formula, charge and spin ... 1.6 kcal per mole
HOMO energy ... -10.249 eV

XYZ file:
```
151
C31H80Cl4O27S9 (ωB97M-V/def2-TZVPD)
C -5.4964 -0.5122 -2.1996
C -4.8575 -1.2564 -1.0356
O -3.4227 -1.4044 -1.1395
S -2.8939 -2.7863 -1.7677
C -3.1280 -3.9315 -0.4047
O -3.7769 -3.1671 -2.8318
O -1.4921 -2.6312 -2.0148
H -6.5108 -0.2410 -1.9173
H -5.5220 -1.1811 -3.0599
H -4.8910 0.3582 -2.4411
H -5.0081 -0.6685 -0.1272
H -5.3352 -2.2122 -0.8154
H -3.0295 -4.9320 -0.8231
H -4.1405 -3.8114 -0.0370
H -2.3296 -3.7562 0.3119
C 4.6947 -1.8614 -1.4021
C 4.1706 -3.1269 -0.7710
O 2.9294 -2.7378 -0.1076
S 1.8414 -3.8608 0.1644
C 1.1088 -4.0620 -1.4376
O 2.4942 -5.0655 0.5869
O 0.8552 -3.2623 1.0122
H 5.4873 -2.1319 -2.1030
H 5.1076 -1.1846 -0.6550
H 3.9417 -1.2853 -1.9402
H 3.9408 -3.9034 -1.5020
H 4.8522 -3.5334 -0.0268
H 0.7763 -3.0924 -1.7873
H 0.2587 -4.7341 -1.3361
H 1.8097 -4.5725 -2.0960
C 2.5868 1.7369 0.1805
C 3.9170 1.9792 -0.4795
O 4.5441 3.1530 0.0772
S 5.3821 4.1206 -0.9046
C 6.6701 2.9737 -1.3668
O 4.6053 4.4687 -2.0665
O 5.9173 5.1402 -0.0669
H 1.8226 2.4931 0.0117
H 2.7468 1.6268 1.2548
H 2.1749 0.7821 -0.1454
H 4.5953 1.1523 -0.2495
H 3.8610 2.0216 -1.5711
H 7.4317 3.5200 -1.9191
H 6.2317 2.2567 -2.0602
H 7.0520 2.4725 -0.4837
C -2.2044 1.3777 -9.0878
C -1.8464 1.1686 -7.6202
O -3.0246 1.4425 -6.8610
S -2.8577 2.0786 -5.4032
C -2.5574 0.5973 -4.4128
O -1.6605 2.8715 -5.3742
O -4.1144 2.6560 -5.0510
H -3.1616 0.8928 -9.2790
H -1.4902 0.9651 -9.7974
H -2.2940 2.4527 -9.2465
H -1.5306 0.1243 -7.5098
H -0.9797 1.7712 -7.3568
H -1.5056 0.3804 -4.5495
H -3.2069 -0.1881 -4.7952
H -2.8826 0.8116 -3.4000
C 2.6181 7.0201 -5.4319
C 2.6615 6.6184 -3.9701
O 1.3207 6.7598 -3.4529
S 1.1057 6.3796 -1.9109
C 1.2022 4.5794 -2.0010
O 2.2113 6.8786 -1.1491
O -0.2426 6.7255 -1.5885
H 2.1903 6.2385 -6.0573
H 3.6463 7.2101 -5.7416
H 2.0354 7.9342 -5.5277
H 3.0678 5.6151 -3.8211
H 3.3106 7.2841 -3.3985
H 2.2443 4.2867 -2.1054
H 0.6200 4.3168 -2.8812
H 0.7400 4.2057 -1.0920
C -0.8258 1.3136 -0.9676
C -1.0552 0.0716 -0.1302
O 0.1128 -0.1782 0.6772
S -0.0745 -0.0950 2.2607
C -1.0082 -1.6107 2.5258
O 1.2417 -0.1844 2.8226
O -0.8712 1.0585 2.5749
H -1.7079 1.4728 -1.5953
H 0.0065 1.2233 -1.6622
H -0.7379 2.1933 -0.3297
H -2.0060 0.1197 0.3968
H -1.1018 -0.7759 -0.8123
H -0.2461 -2.3272 2.8115
H -1.5242 -1.8689 1.6062
H -1.7461 -1.4942 3.3169
C -2.6307 -4.1651 5.7693
C -3.6787 -5.2254 6.0069
O -3.0223 -6.3960 6.5161
S -3.9562 -7.6319 6.9482
C -4.5570 -8.2612 5.3896
O -3.1056 -8.6419 7.4969
O -5.0618 -7.0920 7.6840
H -3.0374 -3.3905 5.1120
H -1.8372 -4.5971 5.1526
H -2.1866 -3.6760 6.6313
H -4.5080 -4.9061 6.6375
H -4.1035 -5.4788 5.0306
H -5.2899 -7.5715 4.9717
H -5.0917 -9.1678 5.6627
H -3.7327 -8.3935 4.6967
C 0.2581 3.6880 8.4010
C 0.1713 2.9302 7.0728
O 1.4275 2.3285 6.7122
S 2.3938 3.1071 5.7068
C 1.4365 3.0593 4.1618
O 2.4954 4.4729 6.1531
O 3.5444 2.2709 5.5862
H 1.2535 4.1174 8.5112
H -0.0225 3.1035 9.2724
H -0.4154 4.5477 8.3515
H -0.4647 2.0690 7.2750
H -0.2044 3.5814 6.2886
H 2.1391 3.0976 3.3379
H 0.6754 3.8298 4.2195
H 0.9246 2.0993 4.2061
C 0.9215 1.7138 -4.3765
C 2.1775 1.5551 -5.2177
O 3.1814 1.1564 -4.2619
S 4.6453 0.7668 -4.8064
C 4.2972 -0.8970 -5.4106
O 4.9792 1.6494 -5.8848
O 5.5070 0.6676 -3.6716
H 1.1317 2.2983 -3.4806
H 0.5609 0.7497 -4.0168
H 0.1386 2.2755 -4.9027
H 2.0149 0.8150 -6.0037
H 2.4715 2.5023 -5.6673
H 4.0551 -1.4358 -4.4945
H 5.1820 -1.3723 -5.8214
H 3.4492 -0.7912 -6.0772
Cl 2.1657 -0.5195 8.0316
C 2.1396 -0.9040 6.2984
C 1.0068 -1.8280 5.9314
Cl -0.5927 -1.1314 6.2717
H 3.1005 -1.3513 6.0554
H 2.0386 0.0254 5.7442
H 1.0171 -2.8329 6.3489
H 1.0755 -2.0016 4.8541
Cl -5.8557 -5.1313 2.8214
C -6.5124 -3.6764 2.0438
C -6.2714 -2.3724 2.7906
Cl -4.5551 -1.9019 2.6908
H -7.5757 -3.8956 1.9739
H -6.1133 -3.5287 1.0429
H -6.5576 -2.3987 3.8373
H -6.8805 -1.6365 2.2665
```